(1)
{
  "formula": "C44H59As3N3OS2SnTe",
  "method": "ωB97M-V/def2-TZVPD",
  "species": ["Sn", "S", "C", "C", "C", "C", "C", "C", "N", "C", "C", "C", "C", "C", "C", "C", "C", "N", "C", "C", "C", "C", "C", "S", "C", "H", "H", "H", "H", "H", "H", "H", "H", "H", "H", "H", "H", "C", "As", "C", "C", "C", "C", "C", "As", "C", "C", "C", "As", "C", "C", "H", "H", "H", "H", "H", "H", "H", "H", "H", "H", "H", "H", "H", "H", "H", "H", "H", "H", "H", "H", "H", "H", "H", "H", "H", "H", "H", "O", "N", "C", "C", "C", "C", "C", "C", "Te", "C", "C", "C", "H", "H", "H", "H", "H", "H", "H", "H", "H", "H", "H", "C", "C", "C", "C", "H", "H", "H", "H", "H", "H", "H", "H", "H"],
  "xyz": [[3.964, -22.579, -12.835], [3.876, -28.108, -8.059], [5.084, -27.963, -6.868], [5.965, -26.984, -7.116], [5.527, -26.223, -8.224], [4.439, -26.638, -8.853], [3.762, -26.203, -10.063], [4.297, -25.099, -10.770], [3.843, -24.649, -11.897], [2.804, -25.319, -12.509], [2.158, -26.370, -11.878], [1.068, -27.112, -12.489], [0.826, -26.884, -13.735], [1.445, -25.797, -14.479], [1.040, -25.424, -15.745], [1.519, -24.248, -16.331], [2.506, -23.546, -15.638], [2.886, -23.866, -14.404], [2.377, -24.965, -13.836], [1.184, -23.764, -17.671], [1.049, -24.439, -18.869], [1.090, -23.512, -19.990], [1.197, -22.214, -19.621], [1.265, -21.989, -17.964], [2.640, -26.807, -10.659], [5.185, -28.599, -6.035], [6.787, -26.629, -6.559], [6.193, -25.331, -8.444], [5.179, -24.609, -10.463], [0.566, -27.906, -11.902], [-0.022, -27.491, -14.144], [0.317, -25.946, -16.404], [2.960, -22.655, -16.089], [0.974, -25.478, -19.013], [0.993, -23.893, -20.965], [1.331, -21.349, -20.334], [2.197, -27.644, -10.159], [6.823, -19.504, -11.735], [4.912, -19.090, -11.759], [5.002, -17.658, -13.106], [4.642, -18.019, -10.022], [3.812, -18.706, -8.940], [3.565, -17.620, -7.838], [4.660, -19.893, -8.375], [4.624, -21.739, -9.307], [3.162, -22.748, -8.416], [6.297, -22.369, -8.389], [2.496, -19.255, -9.531], [0.818, -19.638, -8.479], [0.084, -17.785, -8.454], [1.268, -19.939, -6.509], [7.200, -18.553, -11.415], [7.271, -19.824, -12.696], [6.974, -20.192, -10.924], [5.723, -17.953, -13.920], [5.294, -16.688, -12.685], [4.006, -17.535, -13.502], [4.087, -17.092, -10.360], [5.671, -17.769, -9.757], [4.509, -17.228, -7.467], [2.979, -17.976, -6.983], [2.893, -16.903, -8.331], [4.479, -19.998, -7.260], [5.730, -19.755, -8.568], [3.477, -22.990, -7.391], [3.040, -23.678, -8.956], [2.209, -22.222, -8.503], [6.404, -23.418, -8.168], [6.376, -21.768, -7.504], [7.188, -22.198, -9.027], [2.690, -20.284, -9.847], [2.183, -18.718, -10.392], [-0.127, -17.532, -9.516], [0.591, -16.984, -7.962], [-0.870, -17.875, -7.980], [0.799, -20.830, -6.144], [1.065, -19.060, -5.867], [2.375, -20.220, -6.332], [6.997, -18.660, -16.162], [6.084, -18.648, -16.875], [1.027, -17.980, -21.415], [1.986, -18.654, -20.457], [1.825, -18.388, -19.091], [2.646, -18.953, -18.150], [2.386, -18.590, -16.735], [3.763, -19.730, -18.560], [5.218, -20.647, -17.219], [3.897, -20.002, -19.940], [5.009, -20.881, -20.435], [3.057, -19.444, -20.896], [-0.007, -18.238, -21.246], [1.332, -18.108, -22.505], [1.061, -16.971, -21.228], [0.980, -17.772, -18.795], [2.034, -19.475, -16.161], [1.655, -17.801, -16.792], [3.262, -18.317, -16.154], [4.794, -21.979, -20.239], [5.879, -20.666, -19.804], [5.200, -20.805, -21.511], [3.048, -19.658, -21.990], [1.567, -20.447, -13.720], [0.955, -21.702, -13.003], [-0.345, -21.366, -12.209], [1.971, -22.291, -12.055], [0.861, -19.990, -14.368], [2.368, -20.778, -14.393], [2.066, -19.692, -13.116], [0.698, -22.329, -13.849], [-0.152, -20.624, -11.427], [-0.857, -22.141, -11.692], [-1.184, -20.952, -12.811], [1.516, -23.233, -11.563], [1.990, -21.554, -11.263]],
  "lowdin_charge": [1.034, 1.077, -0.398, -0.155, -0.150, -0.464, -0.163, -0.091, -0.029, -0.162, -0.124, -0.021, -0.024, -0.101, 0.077, -0.190, -0.083, -0.022, -0.169, -0.413, -0.073, -0.157, -0.417, 1.061, 0.056, 0.067, 0.104, 0.116, 0.103, 0.144, 0.147, 0.152, 0.056, 0.099, 0.091, 0.094, 0.104, -0.324, 1.052, -0.324, -0.324, -0.662, -0.053, -0.303, 1.099, -0.291, -0.293, -0.412, 1.151, -0.339, -0.328, 0.008, 0.042, -0.018, 0.017, 0.028, -0.008, 0.095, 0.069, 0.088, 0.055, 0.077, 0.088, 0.044, 0.036, -0.018, -0.011, -0.024, 0.008, 0.031, -0.055, 0.046, 0.029, 0.004, -0.006, -0.015, 0.024, 0.026, -0.125, -0.264, -0.039, -0.258, -0.027, -0.352, -0.069, -0.427, 1.185, -0.347, -0.116, -0.031, 0.080, 0.107, 0.046, 0.127, 0.049, 0.079, 0.057, 0.097, 0.001, 0.083, 0.135, -0.096, -0.474, -0.073, -0.370, 0.062, 0.024, 0.053, 0.104, 0.045, 0.057, 0.086, 0.096, 0.010],
  "charge": 1,
  "relative_energy_kcal_mol": 0.0,
  "multiplicity": 1,
  "largest_force_ha_per_bohr": 0.0851,
  "homo_lumo_gap_ev": 6.252,
  "homo_energy_ev": -9.78,
  "energy_ha": -9937.13076
}

(2)
{
  "formula": "C5H6O",
  "method": "ωB97M-V/def2-TZVPD",
  "species": ["O", "C", "C", "C", "C", "C", "H", "H", "H", "H", "H", "H"],
  "xyz": [[-1.820, -1.349, -0.632], [-0.939, -0.638, -0.222], [0.516, -1.053, 0.047], [1.211, 0.295, 0.144], [0.368, 1.429, 0.267], [-1.030, 0.861, 0.106], [0.908, -1.733, -0.717], [0.572, -1.584, 1.009], [2.289, 0.358, 0.317], [1.104, 1.035, -0.835], [-1.496, 0.970, 1.098], [-1.683, 1.409, -0.583]],
  "lowdin_charge": [0.094, -0.389, -0.090, -0.199, -0.050, -0.154, 0.123, 0.133, 0.115, 0.168, 0.132, 0.117],
  "relative_energy_kcal_mol": 75.9,
  "multiplicity": 1,
  "largest_force_ha_per_bohr": 0.0082,
  "homo_lumo_gap_ev": 9.375,
  "homo_energy_ev": -8.62,
  "energy_ha": -269.22531
}

(3)
{
  "formula": "CNO3",
  "method": "ωB97M-V/def2-TZVPD",
  "species": ["C", "N", "O", "O", "O"],
  "xyz": [[1.569, 0.044, -0.187], [-2.641, -0.188, 0.953], [1.113, 1.118, -0.047], [2.023, -0.950, -0.595], [-2.063, -0.024, -0.124]],
  "lowdin_charge": [-0.410, -0.403, 0.173, 0.168, -0.529],
  "charge": -1,
  "relative_energy_kcal_mol": 30.1,
  "multiplicity": 1,
  "largest_force_ha_per_bohr": 0.0540,
  "homo_lumo_gap_ev": [2.930, 2.939],
  "homo_energy_ev": [0.34, 0.27],
  "energy_ha": -318.52257
}